1.
This record from OMol25 describes a structure of composition C39H30Br2IMnN6O5S in a non-equilibrium geometry. The level of theory is ωB97M-V/def2-TZVPD.

Geometry as ORCA input:
```
! RIJCOSX wB97M-V def2-TZVPD def2/J DEFGRID3
* xyz 1 2
Mn 1.536 0.336 0.331
C -1.097 3.475 3.625
C 0.382 1.181 2.962
C 0.041 0.781 4.259
C 0.813 -0.149 4.908
C 1.956 -0.672 4.264
C 2.910 -1.558 4.804
Br 2.709 -2.172 6.587
C 3.970 -2.019 4.048
C 4.084 -1.694 2.698
Br 5.535 -2.353 1.683
C 3.129 -0.888 2.071
O 3.043 -0.594 0.809
C 2.128 -0.307 2.909
N 1.362 0.607 2.269
H -0.362 3.529 4.419
H -2.007 2.987 3.954
H -1.334 4.474 3.270
H -0.828 1.181 4.749
H 0.552 -0.485 5.898
H 4.713 -2.666 4.492
C -4.141 -4.707 -3.088
O -3.906 -4.236 -4.398
C -3.556 -2.963 -4.604
C -3.366 -2.001 -3.603
C -2.949 -0.734 -3.932
C -2.714 -0.383 -5.271
C -2.980 -1.327 -6.279
C -3.379 -2.594 -5.949
N -2.288 0.849 -5.701
N -1.782 1.721 -5.005
C -1.240 1.708 -3.763
C -1.628 2.698 -2.855
C -1.136 2.747 -1.561
C -0.160 1.836 -1.169
O 0.402 1.751 0.022
C 0.340 0.893 -2.111
N 1.336 0.098 -1.628
C 1.803 -0.846 -2.428
C 1.348 -1.013 -3.738
C 0.369 -0.190 -4.247
C -0.184 0.796 -3.415
H -4.431 -5.749 -3.205
H -4.956 -4.161 -2.607
H -3.242 -4.645 -2.468
H -3.532 -2.246 -2.566
H -2.835 0.000 -3.147
H -2.825 -1.035 -7.306
H -3.568 -3.339 -6.706
H -2.394 3.392 -3.162
H -1.542 3.455 -0.852
H 2.566 -1.492 -2.019
H 1.763 -1.804 -4.339
H 0.022 -0.304 -5.262
I -4.714 -5.236 3.453
C -3.202 -4.193 2.408
C -3.080 -2.823 2.575
C -2.121 -2.138 1.855
C -1.296 -2.819 0.966
C -1.407 -4.197 0.827
C -2.363 -4.886 1.551
C -0.281 -2.064 0.148
O 0.067 -2.453 -0.954
O 0.131 -0.999 0.744
H -3.730 -2.292 3.252
H -2.009 -1.067 1.957
H -0.739 -4.714 0.153
H -2.452 -5.955 1.439
C 2.878 4.837 -1.013
C 2.646 4.359 0.376
C 3.637 4.096 1.273
C 3.294 3.573 2.562
N 2.040 3.314 2.854
C 1.070 3.631 2.019
S -0.410 2.593 2.170
N 1.346 4.196 0.775
C 4.342 3.228 3.555
H 3.942 4.933 -1.217
H 2.408 5.808 -1.166
H 2.439 4.140 -1.728
H 4.672 4.240 1.017
H 0.600 4.322 0.107
H 5.013 4.069 3.723
H 4.939 2.398 3.176
H 3.885 2.931 4.493
*
```

Its orbital gap (spin up / spin down) is 3.55 / 3.98 eV.


2.
This record from OMol25 describes a structure of composition C39H30ClFeNO2S6. The level of theory is ωB97M-V/def2-TZVPD.

Geometry as ORCA input:
```
! RIJCOSX wB97M-V def2-TZVPD def2/J DEFGRID3
* xyz 1 6
Fe -1.438 1.170 -2.056
C -2.566 0.604 6.741
C -2.408 0.443 5.253
C -3.514 0.251 4.432
C -3.362 0.065 3.064
C -2.085 0.065 2.519
C -0.967 0.280 3.317
C -1.137 0.469 4.672
S -2.002 -0.286 0.796
O -1.191 0.824 0.145
C -1.056 -1.808 0.700
C -1.931 -2.926 0.679
C -1.447 -4.177 0.482
C -0.071 -4.373 0.200
C 0.431 -5.661 -0.111
C 1.741 -5.836 -0.440
C 2.615 -4.726 -0.469
C 2.166 -3.479 -0.145
C 0.805 -3.264 0.207
C 0.303 -1.952 0.529
C 1.362 -0.910 0.788
C 2.129 -1.055 1.990
C 1.762 -1.981 3.005
C 2.504 -2.096 4.143
C 3.664 -1.306 4.325
C 4.043 -0.414 3.367
C 3.282 -0.258 2.181
C 3.671 0.671 1.181
C 2.924 0.832 0.060
C 1.767 0.036 -0.117
S 0.856 0.196 -1.626
O 1.646 -0.334 -2.769
C 0.871 2.009 -1.759
C 0.573 2.871 -0.695
C 0.502 4.232 -0.931
C 0.715 4.761 -2.206
C 0.604 6.244 -2.440
C 1.030 3.888 -3.246
C 1.102 2.518 -3.036
H -3.601 0.809 7.008
H -1.943 1.415 7.120
H -2.263 -0.310 7.257
H -4.508 0.247 4.865
H -4.228 -0.078 2.425
H 0.020 0.315 2.881
H -0.264 0.638 5.296
H -2.995 -2.762 0.826
H -2.110 -5.035 0.505
H -0.252 -6.503 -0.098
H 2.116 -6.822 -0.687
H 3.648 -4.864 -0.764
H 2.851 -2.642 -0.187
H 0.880 -2.597 2.871
H 2.208 -2.800 4.912
H 4.253 -1.417 5.227
H 4.934 0.190 3.497
H 4.576 1.250 1.323
H 3.218 1.535 -0.710
H 0.415 2.478 0.300
H 0.275 4.900 -0.107
H 1.239 6.797 -1.745
H -0.423 6.580 -2.279
H 0.893 6.511 -3.456
H 1.221 4.285 -4.238
H 1.371 1.837 -3.838
S -3.041 -0.695 -2.227
S -4.850 -0.034 -1.809
S -4.834 1.960 -1.362
S -3.084 2.809 -1.826
Cl -0.111 -1.993 -6.635
C -0.753 -0.501 -6.061
C -1.255 0.443 -6.937
C -1.768 1.620 -6.419
C -1.757 1.815 -5.053
N -1.260 0.900 -4.213
C -0.766 -0.246 -4.705
H -1.247 0.253 -8.002
H -2.178 2.381 -7.068
H -2.159 2.716 -4.604
H -0.357 -0.969 -4.011
*
```

Its orbital gap (spin up / spin down) is 7.55 / 6.24 eV.


3.
This record from OMol25 describes a structure of composition C39H30ClN5O3Ru. The level of theory is ωB97M-V/def2-TZVPD.

Geometry as ORCA input:
```
! RIJCOSX wB97M-V def2-TZVPD def2/J DEFGRID3
* xyz -1 2
Ru -0.304 -1.617 0.040
Cl 2.968 -7.813 1.878
C 1.992 -6.354 1.809
C 1.885 -5.532 2.943
C 1.106 -4.411 2.908
C 0.384 -4.013 1.737
O -0.391 -3.007 1.788
C 0.564 -4.847 0.578
C -0.131 -4.594 -0.640
N -0.608 -3.449 -0.990
C -1.512 -3.326 -2.057
C -1.533 -4.068 -3.209
C -2.533 -3.850 -4.181
C -3.499 -2.902 -4.007
C -3.491 -2.092 -2.845
C -4.428 -1.063 -2.585
C -4.312 -0.314 -1.453
C -3.240 -0.551 -0.572
N -2.358 -1.500 -0.774
C -2.484 -2.291 -1.886
C 1.335 -6.024 0.661
H 2.423 -5.798 3.845
H 1.016 -3.768 3.774
H -0.317 -5.459 -1.285
H -0.770 -4.817 -3.376
H -2.527 -4.448 -5.085
H -4.264 -2.746 -4.758
H -5.224 -0.875 -3.297
H -5.006 0.487 -1.237
H -3.091 0.069 0.301
H 1.421 -6.665 -0.210
C 1.228 0.226 -2.586
C 2.227 0.358 -1.464
C 3.147 1.401 -1.503
C 4.131 1.553 -0.539
C 4.222 0.600 0.472
C 3.350 -0.471 0.534
C 3.495 -1.548 1.573
C 2.304 -0.581 -0.415
N 1.475 -1.682 -0.315
H 0.779 1.186 -2.844
H 0.415 -0.451 -2.327
H 1.720 -0.169 -3.481
H 3.071 2.120 -2.312
H 4.815 2.392 -0.575
H 5.003 0.681 1.222
H 4.404 -1.398 2.158
H 3.540 -2.525 1.083
H 2.637 -1.568 2.245
O 0.965 -0.131 2.905
C 0.412 0.612 2.128
N 0.256 1.977 2.361
C -0.306 2.648 1.218
C -0.644 1.412 0.332
O -1.257 1.507 -0.724
N -0.216 0.282 0.930
C -1.621 3.365 1.546
C -2.224 3.218 2.789
C -3.436 3.839 3.066
C -4.066 4.608 2.100
C -3.474 4.750 0.851
C -2.262 4.136 0.578
C 0.661 3.622 0.548
C 1.450 4.450 1.342
C 2.308 5.378 0.773
C 2.381 5.502 -0.607
C 1.594 4.687 -1.404
C 0.743 3.750 -0.832
H 0.951 2.415 2.940
H -1.740 2.604 3.537
H -3.891 3.716 4.041
H -5.010 5.093 2.315
H -3.958 5.343 0.085
H -1.813 4.246 -0.399
H 1.393 4.385 2.423
H 2.919 6.005 1.410
H 3.051 6.226 -1.054
H 1.652 4.764 -2.483
H 0.145 3.103 -1.459
*
```

Its orbital gap (spin up / spin down) is 5.25 / 5.30 eV.


4.
This record from OMol25 describes a structure of composition C39H31AsClF10FeN5O4S in a non-equilibrium geometry. The level of theory is ωB97M-V/def2-TZVPD.

Geometry as ORCA input:
```
! RIJCOSX wB97M-V def2-TZVPD def2/J DEFGRID3
* xyz -2 5
Fe -18.339 -15.380 -1.334
C -13.739 -14.885 -2.464
N -14.571 -14.865 -1.285
C -14.276 -13.772 -0.345
C -15.217 -13.512 0.833
N -14.837 -12.181 1.349
C -15.600 -11.522 2.208
C -15.456 -10.087 2.310
F -14.614 -9.610 1.352
C -16.283 -9.235 2.978
F -16.237 -7.922 2.677
C -17.233 -9.677 3.874
F -18.043 -8.859 4.630
C -17.369 -11.067 3.897
F -18.273 -11.606 4.754
C -16.599 -11.915 3.112
F -16.931 -13.216 3.233
C -14.605 -16.136 -0.643
C -15.936 -16.883 -0.716
N -17.145 -16.330 -0.051
C -17.294 -16.430 1.311
C -18.584 -16.204 1.907
F -19.606 -15.964 1.110
C -18.886 -16.229 3.230
F -20.179 -16.129 3.631
C -17.913 -16.526 4.161
F -18.168 -16.594 5.496
C -16.671 -16.873 3.699
F -15.740 -17.151 4.586
C -16.379 -16.783 2.325
F -15.084 -17.079 2.137
H -12.674 -15.246 -2.186
H -13.747 -13.943 -3.010
H -14.089 -15.648 -3.159
H -14.295 -12.835 -0.921
H -13.258 -13.930 0.100
H -15.043 -14.276 1.578
H -16.254 -13.548 0.492
H -14.276 -16.014 0.375
H -13.876 -16.806 -1.096
H -15.813 -17.876 -0.293
H -16.154 -17.055 -1.791
S -17.163 -14.361 -3.111
C -18.429 -13.377 -3.850
C -19.440 -13.912 -4.679
C -20.511 -13.147 -5.111
C -20.540 -11.809 -4.756
C -19.505 -11.232 -4.034
C -18.464 -12.031 -3.538
As -17.302 -11.321 -2.084
C -15.498 -11.154 -2.988
C -14.381 -10.696 -2.181
C -13.090 -10.686 -2.692
C -12.864 -11.135 -3.993
C -13.938 -11.491 -4.791
C -15.262 -11.558 -4.289
C -17.900 -9.480 -2.196
C -17.498 -8.641 -3.250
C -18.081 -7.416 -3.381
C -19.099 -7.014 -2.510
C -19.492 -7.842 -1.456
C -18.807 -9.037 -1.247
H -19.409 -14.958 -4.883
H -21.255 -13.572 -5.772
H -21.401 -11.210 -5.043
H -19.614 -10.198 -3.754
H -14.494 -10.499 -1.091
H -12.260 -10.428 -2.104
H -11.856 -11.084 -4.424
H -13.766 -11.750 -5.843
H -16.091 -11.915 -4.922
H -16.706 -8.948 -3.910
H -17.762 -6.756 -4.211
H -19.627 -6.054 -2.654
H -20.263 -7.491 -0.738
H -18.925 -9.660 -0.358
C -20.769 -11.564 1.700
N -20.566 -12.455 0.581
C -21.489 -12.782 -0.402
C -20.853 -13.642 -1.234
N -19.571 -13.875 -0.748
C -19.418 -13.084 0.277
H -21.193 -10.592 1.368
H -19.805 -11.423 2.189
H -21.426 -11.996 2.460
H -22.526 -12.521 -0.372
H -21.306 -14.238 -2.037
H -18.521 -12.895 0.800
O -20.008 -17.686 -3.986
Cl -20.481 -17.623 -2.640
O -19.840 -18.607 -1.798
O -21.902 -17.778 -2.685
O -20.157 -16.267 -2.081
*
```

Its orbital gap (spin up / spin down) is 5.73 / 5.72 eV.


5.
This record from OMol25 describes a structure of composition C39H31AuBr3GeIN4O2 in a non-equilibrium geometry. The level of theory is ωB97M-V/def2-TZVPD.

Geometry as ORCA input:
```
! RIJCOSX wB97M-V def2-TZVPD def2/J DEFGRID3
* xyz 0 1
Au 0.649 -0.185 1.285
Br 5.613 1.182 1.561
C 4.381 1.074 2.989
C 4.813 1.413 4.275
C 3.956 1.368 5.340
Br 4.588 1.856 7.060
C 2.611 0.972 5.156
C 1.636 0.916 6.176
C 0.356 0.540 5.880
C 0.035 0.202 4.555
N 0.924 0.236 3.597
C 2.196 0.621 3.851
C 3.078 0.670 2.716
O 2.668 0.358 1.542
H 5.839 1.722 4.417
H 1.916 1.182 7.186
H -0.407 0.497 6.644
H -0.968 -0.103 4.282
Br 0.704 1.402 -4.721
C 2.386 0.766 -4.132
C 3.224 0.203 -5.085
C 4.472 -0.268 -4.715
C 4.880 -0.181 -3.391
C 4.041 0.379 -2.444
C 2.785 0.862 -2.809
I 1.657 1.721 -1.290
H 2.890 0.137 -6.111
H 5.121 -0.703 -5.463
H 5.853 -0.548 -3.092
H 4.347 0.443 -1.408
C -0.856 -1.410 1.003
Ge -1.489 -1.847 -0.777
C 0.028 -2.114 -1.981
C -0.219 -2.205 -3.351
C 0.800 -2.509 -4.241
C 2.084 -2.739 -3.769
C 2.344 -2.651 -2.411
C 1.322 -2.337 -1.525
C -2.528 -3.509 -0.739
C -1.974 -4.632 -0.125
C -2.654 -5.840 -0.093
C -3.905 -5.946 -0.684
C -4.466 -4.842 -1.308
C -3.780 -3.634 -1.334
C -2.610 -0.376 -1.435
C -2.079 0.591 -2.284
C -2.833 1.689 -2.677
C -4.139 1.829 -2.234
C -4.688 0.869 -1.393
C -3.923 -0.216 -0.992
H -1.129 -2.041 1.848
H -1.221 -2.041 -3.734
H 0.590 -2.567 -5.302
H 2.882 -2.980 -4.459
H 3.345 -2.823 -2.037
H 1.546 -2.271 -0.466
H -0.993 -4.570 0.333
H -2.206 -6.700 0.388
H -4.438 -6.888 -0.664
H -5.437 -4.921 -1.780
H -4.230 -2.788 -1.839
H -1.056 0.501 -2.632
H -2.397 2.434 -3.330
H -4.731 2.681 -2.547
H -5.713 0.966 -1.055
H -4.365 -0.955 -0.330
C 0.260 5.588 1.567
N -0.631 4.437 1.601
C -1.970 4.580 1.715
C -2.802 3.517 1.767
C -2.179 2.230 1.700
N -0.873 2.085 1.574
C -0.041 3.163 1.522
O 1.167 3.069 1.393
N -2.926 1.116 1.807
H -0.318 6.473 1.311
H 1.031 5.417 0.821
H 0.742 5.729 2.535
H -2.330 5.599 1.755
H -3.869 3.637 1.849
H -3.915 1.174 1.636
H -2.472 0.239 1.556
*
```

Its orbital gap (spin up / spin down) is 5.20 / 5.44 eV.